# 1
11
Properties=species:S:1:pos:R:3:forces:R:3 method="wB97M-V/def2-TZVPD" orbital_gap_ha="0.23164 / 0.33120" fmax_ha_per_bohr=0.0528 homo_energy_ev="-7.6798 / -9.4455" mol_weight_g_mol=107.1 de_lowest_kcal_mol=132.2
H -0.123 1.223 -1.374 -0.2501 -0.6877 1.3800
O 1.296 -1.714 -1.864 -0.0476 -0.8377 -2.2902
H 0.326 -0.139 1.281 0.0385 -2.6821 0.4128
H -2.178 -0.525 0.298 -0.4816 -1.2621 1.9310
C -0.538 0.656 -0.488 0.8376 0.4048 -0.8415
O 1.853 -1.391 0.152 0.4489 -0.0971 1.3058
S -2.135 0.170 -0.763 -0.2119 0.8044 -1.8836
C 0.005 0.761 0.879 -0.7628 0.9555 0.8072
H -0.577 1.147 1.757 -0.1042 0.3427 -1.3197
H 0.971 1.162 0.893 1.2871 1.6078 -0.2605
N 1.101 -1.348 -0.770 -0.7540 1.4513 0.7586

# 2
10
Properties=species:S:1:pos:R:3:forces:R:3 method="wB97M-V/def2-TZVPD" orbital_gap_ha="0.25515 / 0.30725" fmax_ha_per_bohr=0.0872 homo_energy_ev="-6.2785 / -10.3939" mol_weight_g_mol=91.1 spin_multiplicity=3 de_lowest_kcal_mol=51.1
H -1.483 1.429 -0.891 -2.1282 -1.1889 -0.0170
H -1.834 1.278 0.620 0.6620 -0.4963 0.1186
C 0.394 -1.164 0.049 -0.9261 -1.8153 0.8641
H -0.599 -0.642 -0.095 0.9941 -0.3501 0.4687
H -2.943 0.549 -0.078 -0.1017 0.4808 -1.9426
C 1.578 -0.716 -0.150 -2.7291 -0.4328 0.8848
O 3.430 0.830 0.704 -0.3613 1.3916 1.2715
S 3.038 -0.064 -0.404 3.8002 -0.2883 -2.3628
H 0.376 -2.240 0.492 -0.4327 1.1938 -1.0652
N -1.956 0.740 -0.248 1.2228 1.5054 1.7800

# 3
79
Properties=species:S:1:pos:R:3:forces:R:3 method="wB97M-V/def2-TZVPD" orbital_gap_ha=0.08959 fmax_ha_per_bohr=0.0749 homo_energy_ev=-4.6123 mol_weight_g_mol=528.7 de_lowest_kcal_mol=0.0
H 3.963 -3.547 2.176 0.0702 -0.1866 0.1221
C -3.162 -0.989 -3.167 0.1048 -0.2341 -0.2981
C 2.039 -7.156 1.642 -0.0068 -0.0463 0.3159
H 0.735 1.961 1.635 -0.0296 0.2330 0.0529
H -3.418 -0.144 0.811 -0.1317 -0.0971 0.2037
C -2.539 -1.636 -2.101 0.5054 -0.4410 0.0810
O 0.641 -4.504 0.888 1.4731 0.0691 -2.3319
H 2.274 -2.761 -2.426 0.2830 -0.2871 0.0027
C 0.297 -3.932 -1.393 -0.0461 -0.1654 0.0498
H -2.190 2.839 3.783 0.2501 0.2393 0.1548
H 2.645 3.813 2.407 -0.0731 0.0422 0.2289
H 1.412 -8.796 0.444 -0.0164 0.2377 -0.1121
H 1.973 0.673 5.166 -0.2158 -0.0337 0.0263
H -5.803 0.365 0.739 -0.1118 0.0428 -0.0428
H -5.676 1.523 2.061 0.1542 0.0496 -0.0865
C 4.358 -4.371 2.784 0.2714 0.4513 0.3964
H -4.231 -0.518 2.356 0.1133 0.0391 -0.2843
C 2.284 -7.290 4.065 -0.0152 0.1081 -0.2982
H -1.803 -2.782 -5.748 -0.1410 0.1211 0.3165
C -1.920 0.392 2.740 2.9898 0.5965 1.4525
C -1.121 2.652 3.617 -0.1620 0.3825 -0.3082
N 3.295 -4.385 -1.531 0.1282 -0.9309 0.1370
H -3.372 -0.881 -5.321 0.1281 -0.1348 0.2265
C -3.927 0.291 1.680 -0.1088 0.3164 0.1556
H -0.553 3.041 4.473 -0.2883 0.0466 -0.1393
H 0.912 2.090 5.276 0.1308 -0.0775 -0.0636
H -1.211 -3.034 -0.202 0.2790 0.0930 -0.1500
H 3.913 -3.108 -3.034 -0.2538 -0.0947 0.1756
C -1.386 -3.106 -3.661 -0.1697 0.4948 0.2558
C 2.871 -6.035 1.631 0.0198 -0.8437 0.9261
C 2.487 -4.787 -0.531 2.3344 -0.1013 1.2624
C 3.447 -5.554 2.807 -0.1999 -0.1476 0.0540
C 4.558 -5.559 -0.155 -1.0027 -0.1873 0.7106
C 1.748 -7.768 2.867 0.2124 0.4043 -0.2467
O 0.615 -0.597 3.464 1.0571 -0.8957 0.2266
C 4.565 -4.922 -1.338 -0.5137 0.6271 -0.2550
H 5.367 -4.623 2.429 -0.2182 0.0504 0.0168
C -2.892 -1.391 -4.486 0.0952 -0.0750 0.5127
H -0.751 4.501 2.523 0.0499 -0.0571 -0.1302
H 0.954 3.577 0.959 -0.0681 -0.0801 0.1237
C -5.129 1.072 1.228 -0.2375 0.1381 -0.1181
C 3.140 -6.187 4.020 -0.1080 -0.0377 -0.4111
C 1.444 -7.701 0.385 -0.3478 -0.4225 -0.2020
H -3.857 -0.170 -2.969 0.2392 -0.2917 -0.0860
H 5.340 -6.087 0.364 -0.1181 0.0053 0.0146
H 2.122 -9.032 5.334 0.0303 0.1863 -0.0541
H 5.344 -4.773 -2.072 -0.0801 0.0135 0.2032
C 1.930 -7.953 5.365 -0.0340 -0.1143 0.2832
C -0.908 1.189 3.474 -0.6039 -1.7653 -0.4102
H 2.749 1.394 2.924 -0.0610 0.0467 0.0638
C 1.806 3.336 2.934 0.2077 -0.0631 -0.3757
C -0.851 -3.232 -1.216 0.4257 -0.3902 0.0722
C 2.977 -3.560 -2.686 0.1012 0.4709 -0.7413
H 0.409 -7.352 0.267 0.1985 -0.0035 -0.0335
H 4.462 -4.005 3.810 0.0601 0.0897 -0.2701
C -2.011 -2.455 -4.727 0.0454 -0.1123 0.3031
C -0.690 3.419 2.338 -0.1506 -0.2263 0.1990
H 1.430 4.062 3.669 0.0552 -0.0555 -0.0999
H 2.508 -7.529 6.190 -0.0880 -0.0702 -0.0853
C 0.717 3.032 1.884 0.0403 0.2265 -0.0685
C 1.381 1.385 4.581 0.0601 -0.4658 0.0341
C 0.328 0.545 3.815 -1.1978 1.2761 -0.4564
H -2.724 -1.340 -1.065 0.0025 0.0460 -0.3243
C 1.099 -4.408 -0.270 -3.0331 0.3174 2.3499
H 2.573 -4.159 -3.516 0.0556 0.1291 0.3855
C -1.606 -2.679 -2.326 -0.6636 0.3933 -1.0751
H -1.401 3.169 1.538 0.0648 0.1156 0.1268
H -4.871 1.839 0.491 -0.0029 0.0357 0.1897
C 2.363 2.111 3.661 0.0048 0.1826 0.1045
H 2.007 -7.426 -0.512 -0.0875 -0.0822 0.1063
H 0.677 -4.184 -2.380 -0.3036 0.2618 0.1773
H 3.219 2.433 4.269 -0.0320 -0.0296 -0.1098
H 1.078 -8.630 2.877 0.1849 0.1952 -0.0137
N 3.265 -5.454 0.379 0.3391 0.5114 -1.7630
H 0.866 -7.834 5.606 0.1989 0.0789 -0.1198
O -1.859 -0.794 2.439 -0.3098 0.0037 -0.1389
H 3.572 -5.798 4.945 -0.1372 -0.0894 -0.3026
O -2.999 1.138 2.372 -1.3211 -0.3226 -0.7615
H -0.711 -3.944 -3.854 -0.2744 0.2907 -0.0321

# 4
13
Properties=species:S:1:pos:R:3:forces:R:3 method="wB97M-V/def2-TZVPD" smiles="C=C1CCC1" orbital_gap_ha=0.38504 fmax_ha_per_bohr=0.0056 homo_energy_ev=-9.2606 mol_weight_g_mol=68.1 de_lowest_kcal_mol=20.8
H 0.014 -2.749 0.071 0.0243 0.1206 -0.0534
H 0.064 2.178 0.859 -0.0684 -0.1199 -0.0559
H 0.097 0.820 -1.820 0.0564 -0.0247 0.1476
H 0.206 -0.046 1.957 -0.0753 0.0090 -0.1445
H -1.437 -0.379 1.367 0.1624 0.0355 -0.0412
C 0.174 -0.660 -0.151 0.0278 -0.2802 -0.0716
H 1.505 0.974 -0.747 -0.1314 -0.0427 0.0031
C -0.447 -0.013 1.077 -0.0479 -0.0849 0.1362
H 0.761 -2.156 -1.519 -0.0451 0.0770 0.1485
C -0.403 1.346 0.327 -0.0704 0.1984 0.0399
H -1.388 1.665 -0.022 0.1181 -0.0507 0.0357
C 0.447 0.691 -0.791 0.0915 0.0015 -0.1643
C 0.327 -1.915 -0.551 -0.0419 0.1610 0.0197

# 5
12
Properties=species:S:1:pos:R:3:forces:R:3 method="wB97M-V/def2-TZVPD" smiles="O=C1CC(O)C1" orbital_gap_ha=0.38353 fmax_ha_per_bohr=0.0146 homo_energy_ev=-9.6666 mol_weight_g_mol=86.1 de_lowest_kcal_mol=30.7
O -1.988 1.657 -0.164 0.5075 -0.5459 0.0913
C 0.408 0.929 -0.306 0.1743 0.1827 -0.1128
C -0.990 -0.607 0.343 -0.0558 -0.1998 -0.0109
C 0.452 -0.612 -0.235 -0.2312 0.2302 -0.2364
H -1.745 -1.253 -0.109 0.1172 -0.0550 0.1234
H 0.920 1.303 0.587 0.0029 0.2595 -0.1998
C -1.087 0.871 -0.037 -0.2210 0.1962 -0.0227
H 0.537 -1.065 -1.233 -0.2237 0.0003 0.2165
O 1.441 -1.132 0.626 0.0589 0.0469 -0.0460
H 0.738 1.413 -1.225 0.0559 0.1619 0.1568
H -0.969 -0.737 1.431 -0.0482 -0.0295 -0.1436
H 2.284 -0.768 0.321 -0.1367 -0.2475 0.1841

# 6
54
Properties=species:S:1:pos:R:3:forces:R:3 method="wB97M-V/def2-TZVPD" orbital_gap_ha="0.33317 / 0.32108" fmax_ha_per_bohr=0.1282 homo_energy_ev="-10.7721 / -10.6917" mol_weight_g_mol=481.6 spin_multiplicity=3 charge=+1 de_lowest_kcal_mol=107.7
N 0.288 -0.440 -4.495 -1.1086 1.9538 -3.0848
H 2.904 1.255 3.012 -0.0699 -0.2293 0.3448
H 4.894 -1.507 -0.146 -0.5847 -0.4756 -0.0328
B 0.444 -2.444 0.172 0.3575 -0.5212 0.2344
N -2.667 -2.134 2.479 -0.0969 -3.0667 1.1454
H 1.103 -2.606 -2.401 -0.3181 0.5245 0.3354
C 3.547 -0.033 -0.087 -2.5622 -1.0089 -0.9714
H 0.834 -2.744 -4.052 -0.2640 0.3317 0.0329
O -0.078 2.036 -0.339 -1.1626 -3.5215 -1.0562
H -4.718 -0.949 -2.001 0.0341 0.0312 0.2761
H 0.785 -0.846 -5.275 -0.2851 0.2085 0.1240
H 3.146 -1.927 -0.107 0.3567 -0.6045 0.1462
C -2.979 -0.034 -1.630 2.0118 -1.2552 1.3739
H 2.441 0.582 4.584 0.3896 0.2852 -0.3951
H -0.473 -2.116 -0.292 -3.6186 0.4383 -2.2338
N 4.593 0.732 -0.104 2.2808 4.0643 0.0618
H 5.460 0.432 0.317 -0.2053 0.3909 -0.2767
H 0.068 0.545 -4.517 0.2520 -0.2039 -0.2927
H 0.481 -0.138 4.929 -0.1266 -0.1463 -0.2594
N 1.007 3.700 0.575 4.2801 1.6007 4.6654
H -2.655 1.596 -2.811 0.6340 -0.5705 0.7375
N -3.935 -0.885 -1.367 -3.3664 -2.5210 0.3523
H 1.344 3.222 1.399 -0.3055 -0.6976 -0.5579
H -0.865 3.797 -1.785 0.2040 1.0399 -0.2001
H 0.194 5.022 -0.888 -0.9542 0.0984 -1.1946
H -3.838 -1.675 -0.745 0.5352 0.3576 -0.2127
C 0.456 -0.916 -3.288 1.1714 1.3701 1.2280
N -3.307 0.928 -2.425 -1.2002 4.6111 -3.9861
H 0.495 -3.516 0.290 -0.0671 -3.8651 0.3042
H -2.000 -2.853 2.240 -0.2114 -0.0089 0.0692
O -1.591 -0.398 1.519 -1.2245 -0.1646 0.4864
H 1.186 4.688 0.678 -0.2435 -0.2102 -0.3969
N 3.918 -1.283 -0.012 -0.3416 -2.9559 0.5484
H -4.156 1.062 -2.955 -0.3302 -0.7783 0.6339
C 1.075 0.419 3.116 1.2044 0.6627 -3.9876
H -0.573 -0.539 3.622 0.1696 0.2308 -0.1925
O 2.375 0.328 -0.255 0.6163 0.7670 0.1594
N 0.783 -2.145 -3.240 1.3456 -6.0490 0.0222
O 0.480 -0.214 -2.303 -0.7384 1.9707 1.5532
Pd 0.150 -0.189 -0.038 1.0871 1.3550 -0.9854
O 0.762 0.538 1.928 1.0409 1.1817 0.2396
N 2.259 0.754 3.606 1.9462 1.0123 0.4790
N -3.751 -0.357 2.087 -3.5742 2.6861 -0.0844
H -3.636 -2.279 2.725 0.7525 -1.8670 0.2085
H 1.307 -2.069 -0.357 3.4543 0.8046 -2.2816
C 0.260 3.171 -0.339 -0.4940 0.2652 1.4860
H 0.453 -1.981 1.146 0.3735 1.1494 4.1328
C -2.609 -0.943 1.955 3.9716 1.5703 -1.0593
O -1.874 -0.136 -1.152 0.6753 0.1011 0.4621
N 0.284 -0.109 3.939 -4.0504 -2.5796 4.5184
N -0.233 4.124 -1.068 -1.4882 1.4640 -2.8800
H -3.829 0.621 1.844 -0.2155 -0.2540 0.2411
H 4.418 1.696 -0.348 0.4677 -0.0352 0.3271
H -4.428 -0.842 2.659 -0.4044 1.0633 -0.3078